This record from the Open Molecules 2025 dataset describes a cluster of 3 separate species, C34H46F6N6O4P2 in total in a non-equilibrium geometry. The level of theory is ωB97M-V/def2-TZVPD.

**Gap between HOMO and LUMO**: 0.264 hartree
**HOMO energy**: -7.811 eV
**Energy above the lowest of the compared OMol25 structures with the same formula, charge and spin**: 0.0 kcal per mole
**SMILES string**: O=C1c2ccccc2C(=O)c2c1ccc(F)c2C(F)(F)c1cccc(C(F)(F)F)c1.CN(C)P(=O)(N(C)C)N(C)C.CN(C)P(=O)(N(C)C)N(C)C

Each line ends with the Löwdin charge.
Positions of all 98 atoms, in Å:
H 3.958 -2.959 1.874  0.0805
N 0.120 -1.636 0.611  -0.3426
C -5.002 -7.071 -2.637  -0.1264
H 4.658 9.334 2.153  0.1279
H 0.516 0.243 -0.314  0.0581
C 3.121 5.328 0.022  -0.0805
H -2.790 -5.764 -4.611  0.0674
C -1.484 4.209 -1.571  -0.5993
H -1.798 -2.185 -0.057  0.0750
H -0.198 -3.754 3.077  0.0673
H -5.526 -7.174 -3.587  0.0771
C -1.422 -8.060 -3.361  -0.1292
O 2.686 6.202 -2.091  0.1389
F -1.409 3.453 -0.462  0.1413
H 5.133 4.682 2.700  0.1213
N 0.836 -1.934 3.377  -0.3209
H -3.522 -4.484 -3.633  0.0681
C 3.086 -3.523 2.220  -0.1340
H -4.535 -5.569 -4.573  0.0765
H 2.496 -4.528 0.023  0.0772
C 3.794 8.006 0.695  -0.0760
H 4.069 2.462 2.454  0.1074
C 2.126 10.059 0.043  -0.1927
C -2.331 6.204 -0.381  -0.0100
H -1.984 -5.224 0.946  0.0490
N 1.852 -3.148 1.480  -0.2694
C 1.971 8.871 -0.668  0.0410
C 0.271 -0.793 -0.567  -0.1286
H -0.843 -7.263 -3.834  0.0827
C 0.971 -0.928 4.424  -0.1385
H 0.286 -7.217 -1.499  0.0791
C 2.087 -3.517 0.070  -0.1276
H -3.750 -5.112 0.990  0.0869
O 5.814 7.068 1.486  0.1335
H -1.780 -1.391 1.526  0.0847
C 3.931 9.213 1.365  0.0179
C -1.192 8.299 -0.429  -0.0011
H -0.845 -8.983 -3.415  0.0793
C -3.973 -7.815 0.208  -0.1404
N -2.989 -6.788 -0.059  -0.3207
H 2.381 2.115 0.682  0.0886
P 1.364 -1.496 1.809  0.7217
C 3.802 3.274 1.795  -0.0441
C -1.351 5.673 -1.203  -0.0991
H -2.888 -6.288 1.998  0.0800
C -2.259 7.530 0.017  -0.0397
H -2.328 -8.227 -3.936  0.0749
C 0.883 8.707 -1.726  -0.4276
C -0.229 -2.863 3.700  -0.1380
C -0.222 7.761 -1.265  -0.0940
C 2.849 7.827 -0.314  0.0053
P -2.514 -6.236 -1.613  0.6963
H 1.913 -0.393 4.331  0.0672
C 4.401 4.523 1.921  0.0012
C 4.689 6.871 1.107  -0.2937
H 1.069 -1.174 -1.219  0.0662
H 0.978 -1.410 5.404  0.0770
H 3.169 11.180 1.556  0.1265
H 0.155 -0.197 4.400  0.0851
F 0.278 9.902 -1.985  0.0919
F 1.385 8.323 -2.917  0.1256
H -3.027 7.959 0.642  0.1091
H -0.640 -0.772 -1.162  0.0800
H -1.142 9.337 -0.128  0.1234
H -1.237 -3.084 1.297  0.0438
C 2.843 6.451 -0.926  -0.2659
H -4.998 -7.430 0.147  0.0757
C -0.293 6.437 -1.672  0.0581
O -2.686 -4.762 -1.342  -0.3065
H 2.966 -3.344 3.286  0.0704
H -3.868 -8.665 -0.464  0.0682
C -2.900 -5.803 1.018  -0.1361
C 2.517 4.088 -0.098  0.0125
H -4.902 -8.091 -2.263  0.0632
F 1.323 11.111 -0.169  0.0863
C 3.078 10.241 1.030  0.0268
H 3.289 -4.586 2.092  0.0776
O 1.280 0.014 1.947  -0.3111
C -3.639 -5.521 -3.958  -0.1304
N -3.709 -6.452 -2.837  -0.3359
C 4.055 5.530 1.037  -0.0965
H 1.153 -3.533 -0.485  0.0739
H 2.786 -2.840 -0.429  0.0839
C -1.233 -2.082 0.869  -0.1172
H 0.443 6.018 -2.337  0.1161
H -0.117 -3.218 4.729  0.0781
F -0.467 3.817 -2.354  0.1350
C 2.858 3.081 0.796  -0.0434
H -0.657 -7.795 -0.119  0.0716
F -2.634 3.943 -2.182  0.1634
H -3.162 5.598 -0.045  0.1257
N -1.743 -7.763 -1.950  -0.2725
H -0.094 -8.940 -1.320  0.0791
C -0.482 -7.931 -1.184  -0.1291
H 1.802 3.885 -0.883  0.1120
H -5.645 -6.498 -1.956  0.0833
H -1.217 -2.398 3.618  0.0778
H -3.835 -8.217 1.217  0.0779

---

This record from the Open Molecules 2025 dataset describes a structure of composition C34H47N5O6PtSSi in a non-equilibrium geometry. The level of theory is ωB97M-V/def2-TZVPD.

**Gap between HOMO and LUMO (spin up / spin down)**: 0.164 / 0.185 hartree
**Expectation value of S²**: 2.0450
**HOMO energy (spin up / spin down)**: -5.385 / -7.054 eV
**Multiplicity**: 3
**Energy above the lowest of the compared OMol25 structures with the same formula, charge and spin**: 5.2 kcal per mole

Each line ends with the Löwdin charge.
Positions of all 95 atoms, in Å:
O -0.210 1.086 2.353  -0.1347
N 0.907 0.412 -0.204  -0.0799
H -5.053 -5.170 1.204  0.1074
H -0.134 3.225 -1.455  0.0947
H -1.063 1.979 -0.571  0.0567
C 0.048 -0.763 -3.549  -0.6351
H 2.224 6.289 2.928  0.0742
C 3.053 0.928 -0.482  -0.1299
N 4.428 0.812 -0.667  -0.3037
C 2.754 3.342 -1.168  -0.1401
H -0.526 2.214 4.057  0.1073
C -2.686 -2.721 1.014  -0.3435
C 3.133 -1.165 3.385  -0.0881
C -3.865 -0.531 -3.733  -0.1002
C -0.450 2.334 2.972  -0.0698
H -0.963 -2.050 -4.983  0.0698
C -1.052 -5.140 3.421  -0.0243
H 1.341 -1.741 -2.106  0.0447
C 3.141 0.198 3.621  -0.0727
C -1.331 -6.325 4.057  -0.0872
H 2.069 2.033 3.494  0.0837
H -2.856 -2.935 -1.781  0.0096
C 4.001 5.828 1.863  -0.2723
H 2.026 -1.627 -3.724  0.0860
H 4.004 0.672 4.062  0.1050
C -2.989 0.203 -2.717  -0.6357
H -4.671 1.095 -1.680  0.0841
C 0.922 0.406 2.719  -0.2367
H 3.222 7.711 2.597  0.0834
H -1.172 -3.382 -1.899  0.0280
H 3.992 -1.766 3.642  0.1024
C 0.913 -0.984 2.470  -0.2407
N -0.223 -1.518 1.910  -0.1013
H 0.335 3.059 2.746  0.0528
C 2.507 4.516 -0.240  -0.1776
H -2.745 -7.919 4.322  0.0979
H -2.166 1.436 -4.300  0.0638
C -1.709 -3.306 1.893  -0.1421
H -4.645 -2.967 0.207  0.1133
H -1.163 -0.321 -5.288  0.0636
C -0.170 2.608 -0.559  0.0199
H -3.521 2.162 -3.452  0.0843
C -3.894 -3.436 0.827  -0.0191
H 3.833 3.229 -1.326  0.1110
C 2.168 -0.089 -0.182  -0.0032
H 4.633 5.626 2.723  0.1072
H 2.959 5.413 -0.655  0.1085
S 3.283 4.220 1.396  0.6854
Pt -0.822 -0.618 0.071  1.0281
H -1.408 2.683 2.589  0.0968
C -3.423 -6.485 2.898  -0.0397
C -2.528 -6.999 3.800  -0.0926
C -4.126 -4.651 1.400  -0.0398
H -0.215 3.251 0.317  0.0819
H -0.625 -6.743 4.761  0.0982
C 2.037 0.975 3.307  -0.0191
H 0.004 1.384 -3.868  0.0608
N -0.599 -2.682 2.251  0.0646
C -0.468 -1.084 -4.948  -0.1002
H -3.239 0.872 -0.654  0.0505
H 2.264 6.980 1.308  0.0746
H -4.719 0.096 -3.992  0.0848
C 0.721 0.605 -3.630  -0.0911
C -1.945 -2.755 -2.341  -0.1848
H 0.769 -2.809 -3.375  0.0775
H 1.458 4.691 -0.027  0.0883
C -1.968 -4.573 2.521  -0.1012
C 2.022 -1.757 2.823  -0.0242
H -4.245 -1.461 -3.323  0.0736
O -2.569 -1.562 0.458  -0.2528
Si -1.414 -0.894 -2.232  0.6862
O 4.953 -0.219 -0.240  0.1061
C 0.998 1.705 -0.473  -0.3183
O 4.318 3.240 1.281  -0.2825
H 2.267 3.530 -2.134  0.1460
H -0.125 -4.622 3.611  0.0994
H 1.990 -2.820 2.637  0.1099
H -1.938 2.110 -2.684  0.0476
H -3.320 -0.754 -4.645  0.0665
H 2.393 -1.117 0.031  0.1361
H -4.217 -0.509 -1.098  0.0643
C 1.106 -1.797 -3.166  -0.1041
C -3.829 0.437 -1.462  -0.1237
C -3.178 -5.257 2.258  -0.1792
H -2.110 -3.094 -3.359  0.0231
C 2.864 6.769 2.191  -0.1229
H 4.616 6.146 1.026  0.1004
O 5.025 1.693 -1.308  0.0571
H -4.345 -7.008 2.683  0.1081
N 2.291 2.072 -0.660  0.0614
H 1.206 0.855 -2.696  0.0461
C -2.621 1.558 -3.321  -0.1034
H 1.485 0.606 -4.410  0.0887
H 0.371 -1.106 -5.645  0.0863
O 2.200 3.938 2.307  -0.3398

---

This record from the Open Molecules 2025 dataset describes a structure of composition C34H48BN11P2Ti in a non-equilibrium geometry. The level of theory is ωB97M-V/def2-TZVPD.

**Gap between HOMO and LUMO**: 0.243 hartree
**HOMO energy**: -13.301 eV
**Total charge**: +2

Each line ends with the Löwdin charge.
Positions of all 97 atoms, in Å:
N -1.432 1.331 -0.922  -0.0622
C -5.007 -0.716 -1.757  -0.0356
C -0.865 2.574 -1.273  -0.2097
C 2.358 -1.290 2.841  -0.2487
H 2.299 -3.322 -4.563  0.0470
C -2.809 -2.131 2.730  0.0147
C -3.401 3.074 2.704  -0.0088
H -1.642 -2.805 -0.149  0.0567
C 2.584 1.109 -0.869  -0.0707
C 0.707 -3.294 1.789  -0.2372
C 4.303 -1.898 -2.782  -0.2689
H 3.051 -4.483 -3.454  0.0506
C -0.928 -1.163 -2.959  -0.0501
H 0.271 -3.151 2.774  0.0408
N -1.109 -0.700 2.867  0.0291
P 2.570 -2.346 -2.357  0.8495
C -0.642 1.571 5.935  -0.0917
H -0.075 -3.617 1.104  0.0225
C -1.199 -2.628 -1.118  -0.0737
H 4.912 -2.794 -2.911  0.0510
N 0.059 -0.527 5.550  0.0667
H -1.054 -0.162 -3.348  0.0848
N -1.709 1.972 1.719  0.0198
H 2.661 0.888 0.183  0.0476
H 1.543 -0.142 -2.919  -0.0023
N -1.568 -0.676 1.562  -0.0662
C 3.043 -2.446 0.441  -0.4094
N 1.166 1.224 -1.337  -0.1864
H -1.684 -3.282 -1.846  0.1004
C -2.630 -0.633 -1.465  -0.2568
H 2.951 3.598 3.101  0.1218
H 1.997 3.080 0.636  0.1002
H 4.324 -1.324 -3.710  0.0468
C 1.240 0.893 -2.796  -0.0612
Ti -0.389 0.479 0.318  1.1550
C -2.603 -1.523 1.504  -0.0954
N 0.831 1.601 1.591  -0.0735
H -1.027 2.549 5.683  0.1248
H 1.455 -4.085 1.859  0.0618
H -3.714 -2.416 -1.966  0.1280
H -5.908 -1.281 -1.968  0.1224
H 4.750 -1.284 -1.997  0.0332
H -1.655 -1.747 4.608  0.1287
H 2.039 -4.019 -0.678  0.0727
C 0.540 4.905 -1.879  -0.0306
C 2.860 -3.308 -0.816  -0.4205
H -6.034 1.150 -1.501  0.1223
C 1.730 2.593 1.552  -0.0989
C -0.848 4.904 -1.860  -0.0303
C -3.927 1.375 -1.231  0.0007
H -2.869 3.265 0.547  0.0862
B -0.652 0.671 3.509  -0.6596
H -4.019 2.428 -1.020  0.0948
C -1.548 3.748 -1.566  -0.0029
H 1.304 -4.170 -3.377  0.0362
H -4.247 3.725 2.855  0.1140
C 2.212 2.864 2.821  0.0155
H 3.762 -3.904 -0.969  0.0898
H -0.141 1.596 8.074  0.1097
H 2.988 -2.129 3.138  0.0606
H -3.169 -1.652 0.602  0.1044
C -2.706 2.830 1.519  -0.0989
H -2.627 3.763 -1.595  0.1041
C -0.175 1.087 7.122  -0.0351
C 1.531 1.993 3.646  -0.0260
C 0.248 -0.229 6.823  -0.1175
N -1.736 1.662 3.034  0.0268
H 1.086 5.810 -2.113  0.1233
H 1.635 -1.117 3.632  0.0151
H 1.980 1.550 -3.254  0.1159
H 1.587 1.867 4.718  0.1403
H 0.288 1.074 -3.272  0.0838
N -0.512 0.583 5.000  -0.0338
H 2.988 -0.406 2.722  0.0504
H 0.680 -0.965 7.489  0.1165
C -1.854 -1.584 3.560  -0.0319
H -3.561 -2.862 2.982  0.1233
C 0.540 2.565 -1.336  -0.2368
C -3.774 -1.353 -1.754  -0.0209
H 0.093 -1.505 -3.091  0.0330
C 2.282 -3.714 -3.546  -0.2733
H 3.752 -1.632 0.253  0.0721
H -0.147 -2.890 -1.080  0.0560
P 1.534 -1.736 1.265  0.8746
H 2.308 3.714 -1.750  0.1235
C -2.758 2.296 3.643  -0.0326
H -2.968 2.147 4.690  0.1297
N -1.293 -1.205 -1.516  -0.1747
H 3.483 -3.059 1.226  0.0798
C -5.076 0.645 -1.499  -0.0360
C 1.227 3.724 -1.650  -0.0251
N 0.698 1.243 2.907  0.0226
C -2.691 0.743 -1.226  -0.1893
H -1.395 5.811 -2.085  0.1246
H 3.168 2.001 -1.093  0.0965
H -1.602 -1.821 -3.508  0.1109
H 3.027 0.280 -1.413  0.0500